Computed, not measured: C7H15NO as an isolated structure at a distorted geometry, with ωB97M-V/def2-TZVPD.

```
! wB97M-V def2-TZVPD RIJCOSX def2/J DEFGRID3
* xyz 0 1
C -0.3574 0.5388 0.1096
C 0.3380 -0.6359 0.4907
C 1.1710 1.6419 0.9047
C -0.5549 0.9088 -1.3353
C 1.5484 -1.1542 -0.2348
N 0.6726 2.5859 1.8255
C -1.2148 -1.9086 -0.0398
C -1.2873 -2.5689 -1.1868
O -1.4056 0.8946 0.9329
H -2.2313 0.8410 0.4390
H 0.3223 -0.8142 1.5620
H -0.1431 3.0740 1.4743
H 0.4407 2.1650 2.7168
H 2.0233 1.1191 1.3305
H 1.4796 2.1141 -0.0244
H -1.9603 -2.0978 0.7351
H 0.3488 0.7504 -1.9174
H -1.3387 0.2808 -1.7624
H -0.8457 1.9583 -1.4103
H 1.6610 -0.7468 -1.2373
H 1.4685 -2.2372 -0.3271
H 2.4552 -0.9483 0.3342
H -0.5639 -2.4178 -1.9856
H -2.0263 -3.3431 -1.3944
*
```

Computed properties:
**E_LUMO**: 0.873 eV
**Electronic energy**: -11035.514 eV
**Kohn-Sham gap**: 7.9 eV


Computed, not measured: a 2-piece molecular cluster, C7H15NO overall at a distorted geometry, with ωB97M-V/def2-TZVPD.

```
! wB97M-V def2-TZVPD RIJCOSX def2/J DEFGRID3
* xyz 0 1
C -1.7247 -0.4488 1.1464
C -1.0702 0.9595 0.7047
C -1.5064 1.0472 -0.7618
C -2.6673 0.0981 -0.9858
C -2.3339 -1.0830 -0.1179
H -0.9536 -1.0686 1.6714
H -2.4785 -0.2542 1.8364
H 0.0219 0.8645 0.8353
H -1.3952 1.8060 1.2497
H -0.6542 0.7989 -1.5131
H -1.6875 2.0765 -1.0685
H -2.7669 -0.2726 -1.9585
H -3.6010 0.5205 -0.6590
H -1.5450 -1.6449 -0.7074
H -3.1824 -1.7788 0.0609
C 1.2165 -0.9015 0.3751
C 2.3948 0.0067 0.0944
N 3.2855 -0.5584 -0.7699
O 2.4049 1.2340 0.4211
H 0.9682 -0.9471 1.5168
H 1.4733 -1.9776 0.0511
H 0.2038 -0.5958 -0.0196
H 4.1071 0.0293 -1.0599
H 3.4001 -1.5878 -0.9456
*
```

Computed properties:
**E_LUMO**: 0.797 eV
**Electronic energy**: -11039.138 eV
**Kohn-Sham gap**: 10.6 eV
**SMILES**: C1CCCC1.CC(N)=O


Computed, not measured: a 3-piece molecular cluster, C7H15NO overall at a distorted geometry, with ωB97M-V/def2-TZVPD.

```
! wB97M-V def2-TZVPD RIJCOSX def2/J DEFGRID3
* xyz 0 1
C -1.0588 2.0366 1.1398
C -0.4677 1.6658 -0.1965
C -1.3535 1.9209 -1.3891
O 0.7296 1.4406 -0.3212
H -0.9316 3.1124 1.2766
H -2.1178 1.8016 1.1819
H -0.5242 1.5278 1.9382
H -1.6681 2.9646 -1.3935
H -0.8277 1.6874 -2.3221
H -2.2366 1.2922 -1.3226
C -1.4354 -0.9023 -0.0967
C -2.4008 -1.1309 0.5886
H -0.3406 -1.1598 -0.6083
H -3.2729 -1.3297 1.1542
C 1.8422 -1.4508 1.1871
C 2.0686 -1.9058 -0.2487
N 1.1195 -1.2253 -1.1412
H 0.8285 -1.6871 1.5032
H 2.5511 -1.9419 1.8504
H 1.9619 -0.3710 1.2568
H 3.1065 -1.6967 -0.5439
H 1.8995 -2.9824 -0.3401
H 1.2339 -0.1974 -1.0414
H 1.2943 -1.4688 -2.1113
*
```

Computed properties:
**E_LUMO**: 0.983 eV
**Electronic energy**: -11037.080 eV
**Kohn-Sham gap**: 10.4 eV
**SMILES**: CC(C)=O.C#C.CCN


Computed, not measured: a 2-piece molecular cluster, C7H15NO2 overall at a distorted geometry, with ωB97M-V/def2-TZVPD.

```
! wB97M-V def2-TZVPD RIJCOSX def2/J DEFGRID3
* xyz 0 1
C 2.0529 0.6895 -0.8119
C 1.1248 0.3558 0.3536
C 1.1367 -1.1480 0.6096
C 1.6066 1.0825 1.6067
C -0.4630 1.0322 -0.0035
N -1.2178 1.3115 1.1142
O -0.6179 1.7060 -1.0181
H 2.0449 1.7622 -1.0291
H 1.7824 0.1406 -1.7204
H 3.0965 0.4440 -0.5858
H 0.7775 -1.6956 -0.2694
H 2.1471 -1.5240 0.8092
H 0.4798 -1.4020 1.4459
H 1.0099 0.8015 2.4796
H 2.6403 0.8121 1.8534
H 1.5632 2.1673 1.4778
H -1.3389 0.5951 1.8182
H -2.0264 1.8937 0.9388
C -2.5077 -1.4295 -1.9019
C -2.0152 -1.1229 -0.5224
O -2.5520 -1.4792 0.5037
H -3.2659 -2.2148 -1.8655
H -1.6676 -1.8020 -2.4944
H -2.9126 -0.5169 -2.3418
H -0.8778 -0.4591 -0.4465
*
```

Computed properties:
**E_LUMO**: 0.773 eV
**Electronic energy**: -13086.072 eV
**Kohn-Sham gap**: 10.0 eV
**SMILES**: CC(C)(C)C(N)=O.CC=O


> Among the records above, which one has the highest Kohn-Sham gap?

number 2


> Number 1 is which compound?

C7H15NO